(1)
This record from the OMol25 dataset describes 5 unconnected molecules or ions with the total composition C18H41BNO11S4. The level of theory is wB97M-V/def2-TZVPD.

```
76
Properties=species:S:1:pos:R:3:forces:R:3
C -1.96730 -0.72514 0.11242 1.42 0.82 0.69
O -2.79570 -1.89676 0.23481 -1.35 1.22 -0.41
C -4.02348 -1.74213 -0.40332 1.27 -2.26 -1.82
N -5.07794 -1.06316 0.45452 -0.35 0.36 0.56
B -5.42136 0.35386 0.03227 -0.01 2.92 -0.29
O -5.03456 1.36497 0.92938 0.10 -2.15 -1.61
O -6.06798 0.61561 -1.18697 0.56 -1.13 2.15
H -2.52409 0.24340 0.12498 -0.02 -0.79 -0.03
H -1.29605 -0.71182 1.00424 -0.52 -0.11 -0.79
H -1.29884 -0.73582 -0.77809 -0.68 -0.32 0.48
H -4.39334 -2.77616 -0.61290 0.12 0.88 0.26
H -3.94478 -1.25375 -1.40905 -0.17 0.02 0.96
H -4.72754 -1.03874 1.42362 -0.17 -0.28 -0.21
H -5.93250 -1.62605 0.39275 0.24 -0.09 0.24
H -4.70079 2.11025 0.40843 -0.47 0.41 0.28
H -6.98288 0.83203 -0.93900 0.01 0.37 -0.65
C 2.49133 1.67864 1.89903 -0.02 -0.09 0.08
C 3.83680 0.95888 1.78699 0.16 0.12 0.06
C 3.60887 -0.31739 0.97119 0.34 -0.07 0.31
S 2.22422 0.02200 -0.11090 0.59 0.51 0.04
O 1.11777 -0.83375 0.26810 -0.12 -0.07 -0.30
O 2.69418 0.10692 -1.47428 -0.49 -0.38 0.03
C 1.89929 1.66995 0.49340 -0.09 0.35 0.23
H 2.60616 2.69396 2.27860 0.00 -0.05 -0.02
H 1.83688 1.13269 2.58575 0.02 0.04 0.00
H 4.55165 1.60342 1.26896 -0.08 -0.02 -0.02
H 4.25325 0.73010 2.76698 -0.06 0.02 -0.05
H 4.47939 -0.57327 0.36991 -0.17 -0.09 -0.10
H 3.33862 -1.15851 1.60962 -0.09 0.01 -0.10
H 0.82801 1.86687 0.47459 0.01 -0.10 -0.14
H 2.42248 2.37186 -0.15870 0.00 -0.09 -0.04
C -2.89122 -7.41661 -2.95550 0.13 -0.02 0.02
C -2.55451 -6.66629 -1.66346 -0.06 -0.09 0.08
C -2.09529 -5.25864 -2.05724 0.16 -0.16 0.45
S -2.91425 -4.88111 -3.60652 0.01 -0.28 -0.09
O -1.91348 -4.76509 -4.63718 -0.29 0.29 0.14
O -3.91099 -3.85393 -3.38181 0.18 0.23 -0.03
C -3.73491 -6.45623 -3.78567 -0.13 -0.40 0.00
H -3.42372 -8.34659 -2.75662 0.02 0.04 -0.03
H -1.96998 -7.66241 -3.49015 -0.07 0.00 -0.01
H -3.44876 -6.60091 -1.03699 0.03 -0.01 -0.04
H -1.78775 -7.18211 -1.08503 -0.04 0.05 -0.01
H -2.37748 -4.51737 -1.31080 0.09 0.10 -0.14
H -1.01992 -5.22108 -2.22843 -0.07 0.08 -0.11
H -3.78692 -6.72775 -4.83832 0.01 0.19 -0.01
H -4.73996 -6.35685 -3.37290 0.03 0.06 -0.04
C 2.18497 2.55640 -5.29298 -0.06 0.13 -0.04
C 3.37441 3.48757 -5.54636 0.05 -0.10 -0.11
C 3.44502 4.47084 -4.37407 0.22 0.21 -0.42
S 2.73596 3.62079 -2.96576 0.19 -0.34 -0.27
O 1.51800 4.29885 -2.58225 0.17 -0.05 0.30
O 3.78059 3.32247 -2.01163 -0.36 0.27 0.25
C 2.30055 2.12411 -3.83574 -0.11 -0.23 -0.39
H 2.19152 1.69872 -5.96593 -0.01 0.03 0.05
H 1.24959 3.10156 -5.44907 0.02 -0.05 0.01
H 4.29452 2.89893 -5.58913 -0.05 0.02 0.02
H 3.27952 4.01488 -6.49605 0.03 0.00 0.06
H 4.47099 4.75243 -4.14382 -0.11 0.04 0.17
H 2.84852 5.36301 -4.56306 -0.03 -0.05 0.14
H 1.37567 1.71760 -3.43279 0.11 0.04 0.17
H 3.11389 1.41158 -3.69922 -0.06 0.04 0.13
C 0.41425 2.45154 6.65757 0.00 0.08 0.08
C 0.97611 3.71627 6.00100 -0.12 0.03 -0.06
C 2.50110 3.66291 6.13353 -0.20 0.48 -0.07
S 2.93807 1.92652 6.19583 0.04 -0.04 0.01
O 3.48908 1.63609 7.49595 0.06 -0.05 -0.34
O 3.62128 1.56122 4.97543 0.08 -0.06 0.27
C 1.26639 1.30059 6.13585 -0.44 -0.08 0.06
H -0.64070 2.30718 6.42204 0.04 -0.01 0.03
H 0.51074 2.52539 7.74400 -0.01 -0.05 -0.04
H 0.69846 3.73144 4.94307 0.02 -0.01 0.04
H 0.57357 4.62107 6.45726 0.04 -0.03 -0.04
H 2.99773 4.12741 5.28343 0.14 -0.11 0.09
H 2.83929 4.12701 7.05942 0.07 -0.14 -0.02
H 1.18840 0.39798 6.73920 0.19 0.00 -0.04
H 1.03192 1.07766 5.09356 0.08 0.00 0.02
```
Positions in Å, forces in eV/Å.

Calculated values
**Total charge**: +1
**Energy relative to the best compared isomer or geometry (same formula, charge and spin)**: 66.10 kJ/mol
**HOMO energy**: -0.436 Ha
**Kohn-Sham gap**: 0.311 Eh
**E_tot**: -3210.258197 Ha

Here are the Mulliken charges for atoms 1 to 8, given in e: -0.389, -0.362, -0.590, 0.041, 0.437, -0.498, -0.449, 0.181

(2)
This record from the OMol25 dataset describes a molecular structure, C18H41BeF3O9P2SSi. The level of theory is wB97M-V/def2-TZVPD.

```
76
Properties=species:S:1:pos:R:3:forces:R:3
Be 0.22460 0.34690 0.25760 0.48 0.96 2.47
C 1.07220 4.09880 -0.80290 -0.30 -0.22 -0.11
C -0.18400 3.98520 -1.64870 0.00 0.81 0.34
C -0.35510 5.16160 -2.60360 -0.08 -0.46 0.15
O -0.11140 2.77320 -2.43480 -0.18 -0.80 0.05
P -0.80930 1.42170 -1.93890 -0.81 1.91 -2.64
O -0.91920 1.30700 -0.48070 0.14 -0.30 0.83
C 0.25070 0.26700 -2.83890 0.26 0.28 0.81
P 1.78230 0.33150 -1.84090 2.03 -0.29 -2.15
O 1.66240 0.84040 -0.46120 -0.67 -0.25 0.87
O 2.67950 1.43590 -2.51770 -0.10 -0.03 0.15
C 3.20400 1.41500 -3.84580 0.35 0.12 -0.53
C 2.96500 2.80050 -4.43520 -0.08 -0.42 0.18
C 4.68360 1.05810 -3.78660 -0.39 -0.08 0.08
O 2.63430 -0.97830 -2.08160 -0.37 0.79 -0.02
C 2.21660 -2.35820 -2.04250 -0.26 -0.98 -0.06
C 3.15590 -3.10820 -1.11230 -0.23 0.37 -0.15
C 2.18850 -2.92180 -3.45800 0.03 0.31 0.35
O -2.27520 1.43490 -2.53050 0.49 -0.30 0.48
C -2.53990 1.85890 -3.87780 -0.22 0.26 -0.81
C -2.94770 0.65890 -4.71980 0.16 0.17 0.33
C -3.63610 2.91560 -3.82360 0.39 -0.22 0.14
H 1.04970 5.00800 -0.20850 -0.04 0.11 0.04
H 1.95610 4.10230 -1.43660 0.09 0.01 -0.08
H 1.12970 3.24900 -0.13130 0.13 -0.04 0.13
H -1.06060 3.91190 -0.99470 0.06 0.04 -0.05
H 0.50040 5.24060 -3.27090 0.12 0.02 -0.03
H -0.44640 6.07970 -2.02850 0.03 0.07 0.03
H -1.25280 5.04200 -3.20490 -0.11 0.01 -0.08
H 0.44380 0.65640 -3.83880 0.03 0.13 0.06
H -0.20140 -0.72200 -2.88470 0.11 0.06 -0.02
H 2.67440 0.65540 -4.43420 -0.01 0.03 -0.01
H 3.41030 3.54190 -3.77610 0.08 0.12 0.00
H 1.89760 3.00040 -4.50590 -0.07 0.07 -0.03
H 3.41760 2.87070 -5.42140 0.00 0.05 -0.07
H 5.17760 1.69480 -3.05710 0.08 0.10 0.02
H 5.14170 1.20060 -4.76210 0.06 -0.02 -0.07
H 4.80120 0.02160 -3.48040 0.09 -0.06 0.04
H 1.20970 -2.40790 -1.63280 0.28 -0.01 -0.15
H 4.17810 -3.06910 -1.47960 0.12 -0.04 -0.07
H 2.83100 -4.14240 -1.03880 0.02 -0.11 0.02
H 3.12240 -2.65760 -0.12400 0.02 -0.01 0.13
H 3.16060 -2.83890 -3.93810 0.13 -0.01 -0.03
H 1.45030 -2.39380 -4.05690 -0.07 0.05 -0.13
H 1.89870 -3.96840 -3.41370 -0.01 -0.09 -0.02
H -1.62310 2.30780 -4.28230 -0.13 -0.03 0.02
H -3.87550 0.24580 -4.33410 -0.10 -0.10 0.02
H -2.18520 -0.11520 -4.67740 0.04 -0.11 -0.06
H -3.09590 0.96190 -5.75420 0.00 0.02 -0.06
H -4.55530 2.46370 -3.46100 -0.13 0.00 0.03
H -3.80290 3.33110 -4.81550 -0.03 0.02 -0.04
H -3.34840 3.71390 -3.14220 -0.03 0.10 0.00
F -0.43710 -4.18510 -0.76920 0.00 0.17 -0.18
C -1.00160 -3.34380 0.11270 0.14 -0.05 0.08
F -0.17820 -3.27770 1.16300 -0.11 0.27 -0.05
F -2.14250 -3.89940 0.52170 0.02 0.42 -0.24
S -1.24580 -1.62830 -0.67380 -1.77 -3.37 0.14
O -2.29060 -1.02990 0.07010 -0.15 0.37 0.34
O -1.47850 -1.92000 -2.06570 -0.10 0.01 -0.08
O 0.10910 -1.09050 -0.48460 0.54 0.29 0.40
C -0.58700 3.45130 2.43680 0.50 -0.40 0.10
Si 0.68250 2.07920 2.85220 -0.16 -0.67 0.25
C 2.45260 2.63430 2.35940 -0.63 -0.17 0.05
C 0.68260 1.80100 4.75020 0.02 0.33 -0.62
C 0.17100 0.44440 2.04470 0.32 0.88 -0.51
H -0.16120 4.44850 2.47260 0.16 0.22 0.03
H -1.41760 3.42930 3.13380 -0.20 -0.09 0.15
H -0.98720 3.28580 1.44270 -0.12 -0.03 -0.27
H 2.54220 3.71180 2.25890 -0.04 0.24 0.02
H 2.72670 2.18710 1.40990 0.09 -0.08 -0.21
H 3.18090 2.31630 3.09900 0.10 -0.12 0.17
H 0.93490 2.68930 5.31910 0.08 0.28 0.13
H 1.39670 1.02940 5.01800 0.21 -0.20 -0.02
H -0.29170 1.46320 5.08590 -0.28 -0.08 0.01
H -0.84820 0.26070 2.38630 -0.34 0.01 0.01
H 0.75810 -0.32850 2.53960 0.31 -0.24 0.01
```
Positions in Å, forces in eV/Å.

Calculated values
**Energy relative to the best compared isomer or geometry (same formula, charge and spin)**: 115.40 kJ/mol
**HOMO energy**: -0.296 Ha
**Kohn-Sham gap**: 0.304 Eh
**E_tot**: -3072.715821 Ha

Here are the Mulliken charges for atoms 1 to 8, given in e: -0.467, -0.660, 0.598, -1.591, 0.360, 0.133, -0.569, -0.723

(3)
This record from the OMol25 dataset describes a molecular structure, C18H41BrN8O13Si2. The level of theory is wB97M-V/def2-TZVPD.

```
83
Properties=species:S:1:pos:R:3:forces:R:3
C 2.39554 -0.87510 3.89275 -0.07 0.21 -0.05
C 2.82495 -0.28205 2.94142 -0.35 0.13 -0.42
C 3.16292 0.37228 1.65595 0.19 -0.63 0.79
C 3.32963 -0.67395 0.52632 0.53 0.09 -0.77
C 2.61972 -0.30453 -0.79653 -0.23 0.27 0.65
Si 0.73148 -0.15758 -0.69568 1.46 0.12 -1.13
Br 0.09401 -1.40529 1.06168 -0.12 0.16 -0.06
C 0.01446 -0.94420 -2.22812 -1.00 -0.26 0.70
C -1.54210 -0.94949 -2.41623 0.65 -0.29 -0.57
C -2.24011 -2.29014 -2.08819 -0.44 0.59 0.39
C -2.99539 -2.42152 -0.73000 -0.09 -0.15 -0.72
N -3.20277 -1.16542 -0.00474 0.23 -0.78 0.47
C -3.62776 -1.28118 1.30483 -0.55 0.41 0.60
N -4.54732 -0.49896 1.73500 -0.05 0.00 -0.31
N -3.01331 -2.28545 2.11641 0.14 -0.04 -0.23
O 0.42801 1.47706 -0.54010 -1.09 -1.08 0.78
Si -0.96370 1.99555 0.23869 0.34 0.72 -0.30
C -0.87350 1.99995 2.12445 -0.33 0.17 0.58
O 0.17623 2.81857 2.69591 -0.35 0.04 -0.37
C 0.10732 4.15755 2.43796 0.49 0.46 -0.11
C -1.18243 4.93117 2.64474 -0.08 -0.33 -0.32
O 1.10597 4.73011 2.10337 0.10 -0.08 0.19
H 1.89828 -1.34145 4.70880 0.24 -0.07 0.09
H 4.10593 0.90281 1.79820 -0.07 0.15 -0.16
H 2.40078 1.12715 1.44870 -0.03 -0.07 -0.10
H 3.05563 -1.68019 0.84312 -0.26 0.17 0.22
H 4.40253 -0.72642 0.30441 -0.05 -0.05 0.06
H 2.89296 -0.98826 -1.60663 -0.04 -0.12 0.12
H 3.00224 0.67446 -1.10822 -0.13 -0.01 -0.08
H 0.50113 -0.55972 -3.12388 0.04 0.25 0.11
H 0.31393 -1.99835 -2.17507 0.22 0.08 0.03
H -2.02220 -0.08743 -1.95388 -0.02 -0.12 0.20
H -1.68218 -0.80820 -3.48674 -0.10 0.11 0.05
H -2.98540 -2.45277 -2.87059 0.08 -0.06 -0.01
H -1.52566 -3.11085 -2.16246 0.02 0.04 -0.07
H -3.98439 -2.84552 -0.95509 0.11 -0.11 0.06
H -2.49701 -3.15077 -0.09998 0.09 0.32 0.26
H -3.82943 -0.52917 -0.47942 0.08 0.11 -0.05
H -4.72646 -0.67548 2.71823 0.06 0.07 0.06
H -2.21116 -1.89930 2.60044 0.23 -0.11 -0.25
H -3.65746 -2.59766 2.83031 -0.13 0.10 -0.03
H -1.16334 3.39151 -0.16021 0.33 0.10 0.09
H -2.17467 1.25823 -0.13893 0.08 -0.23 0.04
H -1.84045 2.39966 2.46683 -0.06 -0.20 -0.13
H -0.78672 1.01573 2.58364 0.21 0.01 -0.10
H -1.35403 5.14159 3.70092 0.03 -0.22 0.03
H -1.06428 5.87972 2.12896 0.03 -0.01 0.01
H -2.04095 4.41370 2.21659 -0.06 0.08 0.17
C 7.47350 -1.25337 -1.29761 0.20 -0.01 -0.13
N 6.34467 -0.61757 -2.02706 0.04 -0.08 -0.03
O 5.94398 -1.15978 -3.03692 -0.05 0.01 0.01
O 5.88737 0.40006 -1.55238 -0.04 0.10 0.01
H 7.76371 -2.15026 -1.82790 -0.06 -0.02 -0.01
H 8.28893 -0.53651 -1.26154 -0.09 0.09 0.06
H 7.12159 -1.48858 -0.30009 0.05 0.10 0.06
C -5.32786 4.86492 -1.33325 -0.17 0.00 -0.06
N -4.39090 3.71090 -1.40206 -0.02 -0.04 0.00
O -4.80174 2.67558 -1.87840 0.03 -0.02 -0.01
O -3.26794 3.88772 -0.97215 -0.29 0.08 -0.09
H -6.28037 4.55893 -1.74912 0.03 -0.06 0.00
H -5.42621 5.14161 -0.28796 0.09 0.05 -0.01
H -4.88869 5.67411 -1.90881 0.06 0.02 0.08
C -2.80641 1.38953 5.02807 0.04 0.13 -0.12
N -3.55896 0.93900 6.22956 0.00 0.05 -0.01
O -4.06126 1.78639 6.93496 -0.01 -0.01 0.03
O -3.61751 -0.25891 6.41600 -0.01 -0.03 -0.01
H -2.83575 2.47202 4.98164 -0.04 0.00 0.08
H -1.78572 1.03142 5.12930 -0.03 -0.07 -0.04
H -3.28977 0.94853 4.15921 0.07 -0.07 0.01
C 4.52126 -4.15406 -0.11801 -0.16 -0.02 0.08
N 5.85753 -3.95449 0.50774 -0.08 -0.05 0.03
O 5.91059 -3.85029 1.71177 0.04 0.03 0.00
O 6.81367 -3.90391 -0.24371 -0.07 -0.11 0.04
H 3.77508 -4.17479 0.66775 0.05 0.02 0.04
H 4.35226 -3.32338 -0.79842 0.06 -0.05 -0.07
H 4.55285 -5.09597 -0.65735 0.05 0.05 -0.08
C -0.78803 -1.59688 -7.35490 -0.07 0.15 -0.09
N -0.32920 -1.61483 -5.93949 0.00 0.02 0.00
O -0.41414 -0.58514 -5.30228 0.06 0.03 -0.29
O 0.09933 -2.66599 -5.51418 -0.01 -0.02 0.02
H -1.14142 -0.59963 -7.58835 0.02 0.01 0.06
H 0.06117 -1.86834 -7.97450 -0.02 -0.10 0.02
H -1.58507 -2.32844 -7.44747 0.07 -0.07 0.00
```
Positions in Å, forces in eV/Å.

Calculated values
**HOMO energy**: -0.328 Ha
**Kohn-Sham gap**: 0.328 Eh
**E_tot**: -5279.216282 Ha

Here are the Mulliken charges for atoms 1 to 8, given in e: -0.210, -0.439, -0.441, 0.075, -0.930, 0.691, -0.337, -1.011